110
Properties=species:S:1:pos:R:3:forces:R:3 method="wB97M-V/def2-TZVPD" homo_energy_ev="-6.89 / -6.70" homo_lumo_gap_ha="0.2699 / 0.1653" spin_multiplicity=5 lumo_energy_ev="0.456 / -2.198"
Pd 0.007 -1.015 -2.763 0.0 1.1 -0.8
C 2.839 -0.584 -4.016 0.1 -0.1 -0.5
O 2.356 -1.014 -2.748 -0.7 0.3 0.3
C 2.736 -0.395 -1.567 0.5 0.0 0.6
C 2.875 -1.257 -0.465 0.1 0.2 -0.5
C 2.553 -2.725 -0.591 -0.1 0.0 -0.1
C 1.225 -3.251 -0.078 0.6 -0.1 -0.2
C 1.195 -4.558 0.366 0.2 0.2 0.1
C 0.008 -5.238 0.620 0.1 -0.1 -0.1
C -1.181 -4.554 0.369 -0.3 0.4 0.0
C -1.220 -3.251 -0.074 -0.6 -0.2 -0.2
C -2.550 -2.726 -0.581 0.1 0.0 -0.1
C -2.870 -1.257 -0.462 -0.1 0.2 -0.5
C -3.438 -0.767 0.703 0.0 0.0 -0.1
C -3.872 0.549 0.813 0.1 0.0 -0.1
C -3.563 1.398 -0.241 0.0 -0.3 0.1
C -2.968 0.968 -1.421 0.0 -0.3 -0.4
C -2.550 2.035 -2.411 0.2 -0.1 -0.1
C -1.209 2.604 -1.999 0.4 -0.4 -0.4
C -1.187 3.714 -1.182 0.3 0.3 0.2
C -0.005 4.324 -0.782 0.0 -0.1 0.0
C 1.187 3.715 -1.175 -0.3 0.2 0.1
C 1.223 2.609 -1.992 -0.3 -0.3 -0.4
C 2.567 2.044 -2.400 -0.2 -0.1 -0.1
C 2.978 0.972 -1.413 0.0 -0.3 -0.4
C 3.567 1.397 -0.228 0.0 -0.3 0.1
C 3.869 0.543 0.824 -0.1 0.0 -0.1
C 3.437 -0.772 0.706 0.0 0.0 -0.1
C 4.644 1.070 2.023 0.1 0.1 0.2
C 3.774 2.079 2.783 0.1 -0.1 -0.1
C 5.924 1.761 1.527 -0.2 -0.1 0.1
C 5.060 -0.045 2.988 -0.1 0.2 -0.2
C 0.008 2.030 -2.483 -0.1 1.5 1.1
O 0.013 1.121 -3.402 0.0 -1.9 -0.4
C 0.039 5.627 -0.004 0.0 0.1 0.1
C -1.358 6.168 0.308 0.3 -0.1 0.0
C 0.783 6.676 -0.848 -0.1 -0.1 0.2
C 0.778 5.390 1.320 -0.1 0.1 -0.1
C -2.726 -0.400 -1.567 -0.5 0.0 0.6
O -2.342 -1.023 -2.745 0.7 0.3 0.3
C -2.824 -0.597 -4.015 -0.1 -0.1 -0.5
C -4.655 1.081 2.005 -0.1 0.1 0.2
C -3.792 2.100 2.761 -0.1 -0.1 -0.1
C -5.071 -0.028 2.976 0.1 0.2 -0.2
C -5.935 1.763 1.498 0.1 -0.1 0.1
C 0.004 -2.525 -0.260 0.0 0.7 0.3
O 0.003 -1.285 -0.590 0.0 -1.1 0.6
C -0.041 -6.705 1.006 0.1 -0.3 0.1
C 1.347 -7.302 1.255 -0.2 0.1 -0.1
C -0.691 -7.482 -0.151 0.0 0.1 0.1
C -0.873 -6.881 2.284 0.1 0.1 -0.1
H 3.815 -0.103 -3.931 -0.1 0.0 0.1
H 2.113 0.073 -4.510 0.2 -0.1 0.2
H 2.933 -1.495 -4.614 0.1 0.1 0.1
H 3.349 -3.287 -0.095 -0.1 0.0 -0.1
H 2.575 -2.986 -1.661 0.1 0.0 0.3
H 2.138 -5.069 0.473 0.1 -0.1 0.0
H -2.119 -5.077 0.481 -0.2 0.0 0.0
H -3.343 -3.285 -0.077 0.1 0.0 -0.1
H -2.579 -2.993 -1.649 -0.1 0.0 0.3
H -3.569 -1.461 1.517 -0.1 -0.1 0.2
H -3.804 2.448 -0.171 0.0 0.2 0.0
H -3.298 2.833 -2.393 0.1 0.0 0.0
H -2.476 1.670 -3.430 0.0 0.0 0.1
H -2.134 4.134 -0.880 -0.1 0.1 0.0
H 2.126 4.147 -0.858 0.1 0.1 0.0
H 3.314 2.842 -2.374 -0.1 0.0 0.0
H 2.497 1.684 -3.421 0.0 0.0 0.1
H 3.806 2.446 -0.151 0.0 0.2 0.0
H 3.563 -1.471 1.516 0.1 -0.1 0.2
H 3.534 2.935 2.158 -0.1 0.1 -0.1
H 4.291 2.437 3.671 0.1 0.1 0.1
H 2.843 1.611 3.093 -0.2 0.0 0.1
H 5.702 2.593 0.867 0.0 0.1 -0.1
H 6.548 1.054 0.985 0.1 -0.1 -0.1
H 6.496 2.146 2.370 0.1 0.0 0.1
H 4.193 -0.517 3.442 -0.1 -0.1 0.1
H 5.667 0.376 3.788 0.0 0.0 0.1
H 5.654 -0.799 2.476 0.0 -0.1 0.0
H -1.908 6.375 -0.609 -0.1 0.0 -0.1
H -1.277 7.098 0.868 0.0 0.1 0.1
H -1.920 5.461 0.913 -0.1 -0.1 0.1
H 0.259 6.838 -1.789 0.0 0.0 -0.1
H 1.794 6.352 -1.077 0.1 0.0 0.0
H 0.842 7.627 -0.320 0.0 0.1 0.1
H 0.280 4.603 1.883 0.0 -0.1 0.1
H 0.787 6.298 1.919 0.0 0.1 0.1
H 1.807 5.085 1.145 0.1 -0.1 0.0
H -3.799 -0.112 -3.932 0.1 0.0 0.1
H -2.921 -1.509 -4.609 -0.1 0.1 0.1
H -2.096 0.056 -4.512 -0.2 -0.1 0.2
H -2.860 1.638 3.077 0.1 0.0 0.0
H -4.315 2.460 3.645 -0.1 0.1 0.1
H -3.556 2.953 2.132 0.1 0.1 -0.1
H -4.203 -0.494 3.437 0.1 -0.1 0.1
H -5.660 -0.788 2.467 0.0 -0.1 0.0
H -5.682 0.397 3.770 0.0 0.0 0.1
H -5.712 2.592 0.833 0.0 0.1 -0.1
H -6.513 2.151 2.334 -0.1 0.0 0.1
H -6.553 1.051 0.957 -0.1 -0.1 -0.1
H 1.942 -7.289 0.345 0.2 0.0 -0.1
H 1.249 -8.340 1.569 0.0 0.0 0.0
H 1.874 -6.760 2.038 0.1 0.0 0.1
H -0.132 -7.314 -1.069 0.0 0.0 -0.1
H -1.717 -7.164 -0.313 -0.1 0.0 -0.1
H -0.693 -8.550 0.060 0.0 -0.1 0.1
H -0.429 -6.318 3.102 0.0 0.0 0.1
H -0.913 -7.931 2.571 0.0 -0.1 0.0
H -1.892 -6.532 2.144 -0.2 0.0 0.0
Se 0.010 -2.924 -4.076 0.0 -0.5 -0.4